Formula: C16H36BeBr2Cl2F11MgN2NaO5P2RbSb
Source: OMol25
Level of theory: ωB97M-V/def2-TZVPD

Charge: +2
Electronic energy: -9606.9758 Ha
ΔE to the lowest compared entry with this formula, charge and spin: 2.5228 eV

Last column: Mulliken charge in e.
Element x y z (Å)
C1 3.6876 -0.2334 0.0566  -0.878
C2 3.1835 -0.8617 -1.2516  -0.654
O1 1.8108 -1.1706 -1.1880  -0.295
C3 1.0559 -0.0077 -1.4796  -0.848
C4 -0.2120 0.0829 -0.6826  -0.638
O2 -1.3301 -0.4155 -1.4114  -0.530
Sb1 -1.9476 -2.2901 -0.9836  0.796
C5 -3.2867 -1.5969 0.6090  -1.918
C6 -4.2812 -0.4588 0.3622  0.946
C7 -3.6658 0.9620 0.2296  -0.537
C8 -3.8921 1.5588 -1.1599  -0.151
C9 -4.5578 2.9658 -1.2590  -0.913
C10 -5.5660 3.3935 -0.2257  -0.461
O3 -6.8510 2.8272 -0.3800  -0.452
C11 -6.9195 1.5510 0.1471  -0.269
P1 -3.7734 -2.1541 -2.8246  0.759
N1 -3.2155 -1.1448 -3.9001  -0.677
C12 -2.6081 -4.4749 -0.7121  0.179
F1 -2.6203 -4.7907 0.5774  -0.254
F2 -3.8750 -4.6876 -1.1881  -0.345
C13 -1.6545 -5.4637 -1.3555  0.514
F3 -1.8989 -6.7231 -1.1435  -0.251
F4 -1.6220 -5.2770 -2.7877  -0.179
F5 -0.4611 -5.2147 -0.9482  -0.135
H1 4.2327 0.6961 -0.1618  0.353
H2 4.3790 -0.9318 0.5539  0.174
H3 2.8155 -0.0333 0.6869  0.471
H4 3.4049 -0.1878 -2.0607  0.364
H5 3.7021 -1.7815 -1.4337  0.333
H6 1.6410 0.8737 -1.2516  0.573
H7 0.7957 0.0873 -2.5219  0.329
H8 -0.0933 -0.3108 0.3208  0.469
H9 -0.4098 1.1405 -0.5605  0.324
H10 -0.8750 -2.8342 -2.2440  -0.041
H11 -0.7142 -2.5946 0.1788  0.051
H12 -2.6470 -1.2875 1.4139  0.730
H13 -3.8433 -2.4393 0.9838  0.702
H14 -4.9937 -0.5877 -0.4457  -1.248
H15 -4.8860 -0.4127 1.2547  0.647
H16 -4.0538 1.5626 1.0300  0.631
H17 -2.6271 0.8167 0.4362  0.282
H18 -4.4331 0.8873 -1.8181  -0.117
H19 -2.9284 1.6544 -1.6181  0.388
H20 -3.7809 3.6979 -1.3588  0.435
H21 -5.0786 2.9919 -2.2022  0.364
H22 -5.7430 4.4665 -0.4020  0.146
H23 -5.2220 3.3309 0.7943  0.375
H24 -6.6831 0.8610 -0.6745  -0.326
H25 -6.2703 1.4068 0.9902  0.326
H26 -7.9302 1.3576 0.4628  0.441
H27 -3.9458 -3.3918 -3.5145  -0.018
H28 -5.0533 -1.8120 -2.3245  -0.480
H29 -3.8133 -0.3400 -4.0296  0.273
Rb1 5.2391 0.4729 2.0529  0.958
F6 5.9137 5.5761 -1.4781  -0.240
P2 5.0972 5.9025 -0.1431  1.124
F7 5.1783 4.2952 0.2067  -0.301
F8 3.7168 5.5215 -0.9203  -0.291
F9 5.2630 6.0087 1.4657  -0.230
F10 4.3196 7.3336 -0.0107  -0.304
F11 6.6052 6.9875 -0.0998  -0.191
Na1 -6.3102 -0.7595 -1.5773  0.907
Be1 -6.9239 5.5779 -1.6349  0.056
Cl1 1.7181 -5.8388 3.2404  -0.207
C14 1.3518 -4.0849 3.2707  -0.069
C15 1.4891 -3.5097 4.6409  0.158
Cl2 0.2311 -4.1096 5.7510  -0.197
H30 0.3514 -3.9426 2.8861  0.127
H31 2.0558 -3.5966 2.5988  0.150
H32 1.3851 -2.4192 4.5835  -0.295
H33 2.4583 -3.7437 5.0724  0.362
C16 11.2076 1.5146 1.7083  -0.674
N2 9.8702 0.9015 1.9386  0.872
O4 8.8954 1.6300 1.9153  -0.519
O5 9.8334 -0.2886 2.1354  -0.517
H34 11.0756 2.5765 1.5487  0.303
H35 11.8085 1.3223 2.5907  0.283
H36 11.6369 1.0367 0.8342  0.282
Br1 1.8642 -0.2902 3.6650  -0.646
Br2 6.5869 8.7523 0.5544  0.424
Mg1 -2.3632 -6.0885 -4.3806  0.914

Forces on atoms 1 to 2 (eV/Å):
-0.3 -0.5 -1.1
0.2 -0.1 0.6

***

Formula: C16H36NO4PSSi
Source: OMol25
Level of theory: ωB97M-V/def2-TZVPD

Electronic energy: -2016.0125 Ha

Last column: Mulliken charge in e.
Element x y z (Å)
C1 0.2005 4.1133 2.0959  -1.206
C2 0.3212 4.1224 0.5777  -0.511
C3 1.0189 2.9010 -0.0276  -0.562
N1 0.4440 1.6714 0.5038  -0.082
C4 0.5527 0.4219 -0.2450  1.631
C5 -0.7994 0.0723 -0.8894  -1.563
C6 -1.4122 1.2147 -1.6926  -0.740
O1 -2.3109 1.9728 -0.8789  -0.222
Si1 -3.9531 1.8635 -1.1231  0.336
C7 -4.7295 2.1838 0.5462  -1.087
C8 -4.5107 0.1724 -1.6960  -1.127
C9 -4.4903 3.2207 -2.2863  -1.093
C10 0.9127 -0.7174 0.7478  -1.971
C11 1.9200 -1.7562 0.2786  0.621
P1 1.6647 -3.2616 1.3614  -0.168
C12 3.2924 -4.1251 1.4418  -0.636
C13 4.0323 -3.8655 2.7668  -1.242
C14 0.6483 -4.3484 0.2892  -0.651
C15 1.3021 -4.8007 -1.0410  -1.091
C16 3.3227 -1.2168 0.5182  -1.216
O2 3.3705 0.2146 0.2435  -0.264
S1 3.0944 0.4878 -1.3343  0.392
O3 3.5446 1.8313 -1.5565  -0.527
O4 1.4397 0.5498 -1.3650  -0.342
H1 -0.2271 3.1873 2.4734  0.313
H2 -0.4548 4.9219 2.4169  0.381
H3 1.1779 4.2321 2.5599  0.293
H4 -0.6626 4.2061 0.1089  0.136
H5 0.8854 5.0035 0.2718  0.438
H6 0.9294 2.9784 -1.1109  0.370
H7 2.0727 2.9484 0.2469  0.428
H8 -0.5053 1.8077 0.8149  0.387
H9 -1.5056 -0.1955 -0.1057  0.488
H10 -0.6349 -0.7861 -1.5438  0.467
H11 -1.9047 0.8095 -2.5787  0.388
H12 -0.6462 1.8994 -2.0510  0.249
H13 -5.8138 2.2447 0.4664  0.367
H14 -4.3180 3.0605 1.0394  0.324
H15 -4.5148 1.3145 1.1734  0.274
H16 -4.0983 -0.0513 -2.6819  0.347
H17 -4.1992 -0.6211 -1.0207  0.321
H18 -5.5941 0.1932 -1.8021  0.417
H19 -5.5433 3.1484 -2.5566  0.367
H20 -3.8740 3.3168 -3.1781  0.326
H21 -4.3788 4.1540 -1.7286  0.287
H22 -0.0113 -1.2467 0.9889  0.656
H23 1.2390 -0.2684 1.6822  0.191
H24 1.7682 -2.0620 -0.7580  0.525
H25 3.9498 -3.8457 0.6165  0.435
H26 3.1399 -5.1979 1.3208  0.581
H27 4.4806 -4.7787 3.1498  0.363
H28 4.8373 -3.1434 2.6342  0.290
H29 3.3698 -3.4606 3.5292  0.355
H30 -0.2669 -3.7902 0.0967  0.356
H31 0.3949 -5.2087 0.9053  0.564
H32 0.7685 -4.3701 -1.8860  0.332
H33 2.3274 -4.4397 -1.1077  0.271
H34 1.2967 -5.8818 -1.1342  0.281
H35 4.0945 -1.7101 -0.0667  0.376
H36 3.5463 -1.2902 1.5803  0.375

Forces on atoms 1 to 2 (eV/Å):
-0.1 0.0 -0.1
-0.1 -0.2 -0.2

***

Formula: C16H36NO9P2S
Source: OMol25
Level of theory: ωB97M-V/def2-TZVPD

Charge: -1
Electronic energy: -2444.1279 Ha

Last column: Mulliken charge in e.
Element x y z (Å)
C1 5.1422 -0.1243 0.8263  -0.917
C2 4.5286 -0.7736 2.0511  0.777
O1 4.2931 -0.1486 3.0476  -0.617
O2 4.1780 -2.0727 1.9795  -0.324
C3 4.9167 -3.0263 1.1986  -0.796
C4 4.0925 -3.6914 0.1172  -0.559
C5 3.5968 -2.7969 -1.0143  -1.565
C6 2.4355 -1.8159 -0.7362  -0.266
C7 1.3914 -2.1812 0.3301  -1.547
P1 -0.4624 -2.1562 -0.2195  -0.321
C8 -0.3087 -0.4720 -1.1162  -1.591
C9 0.2456 0.7276 -0.3243  -0.279
C10 -0.8203 1.7442 0.1218  -0.953
N1 -0.5227 2.4820 1.3474  -0.594
C11 -1.1320 -1.3354 1.4558  -0.172
C12 -1.6178 -2.3901 2.3602  -0.110
O3 -2.7526 -2.7551 2.5416  -0.640
O4 -0.5974 -3.0023 3.0322  -0.379
P2 -0.0202 -3.4215 -2.1207  1.242
O5 0.3888 -2.8644 -3.4346  -0.778
O6 1.0279 -4.6056 -1.6638  -0.555
O7 -1.3984 -4.2725 -2.3252  -0.665
H1 5.0839 -0.7342 -0.0690  0.313
H2 6.1915 0.0952 1.0283  0.283
H3 4.6101 0.8097 0.6605  0.293
H4 5.8186 -2.5678 0.7868  0.430
H5 5.2376 -3.7808 1.9206  0.406
H6 3.2815 -4.2487 0.5885  0.288
H7 4.7527 -4.4508 -0.3180  0.451
H8 3.3079 -3.4386 -1.8463  0.419
H9 4.4582 -2.2211 -1.3770  0.632
H10 2.8734 -0.8457 -0.4738  0.070
H11 1.9486 -1.6448 -1.6972  0.514
H12 1.5541 -3.1763 0.7516  0.765
H13 1.5020 -1.5165 1.1872  0.532
H14 -1.8517 -2.2634 -0.6422  0.314
H15 -0.6337 -3.5280 0.3851  0.182
H16 -1.3345 -0.2404 -1.4269  0.648
H17 0.2534 -0.5880 -2.0418  0.673
H18 0.9471 1.2634 -0.9759  0.485
H19 0.8346 0.4148 0.5423  0.073
H20 -0.9286 2.4880 -0.6712  0.404
H21 -1.7984 1.2741 0.2281  0.314
H22 -0.3933 1.8428 2.1221  0.256
H23 0.3129 3.0422 1.2439  0.231
H24 -0.3835 -0.7497 1.9883  0.334
H25 -1.9866 -0.7159 1.1896  0.212
H26 -1.0303 -3.6179 3.6376  0.310
H27 1.0089 -4.6751 -0.7005  0.408
H28 -1.7224 -4.5802 -1.4687  0.379
C13 -5.5489 5.1066 -1.6528  -0.589
C14 -5.3945 6.1297 -0.5179  -0.550
C15 -4.4433 5.5231 0.5192  -0.810
S1 -3.3591 4.4018 -0.3907  1.263
O8 -3.6451 3.0627 0.0446  -0.606
O9 -2.0243 4.9356 -0.4259  -0.676
C16 -4.1387 4.6386 -1.9906  -0.796
H29 -6.0436 5.5373 -2.5228  0.348
H30 -6.1462 4.2585 -1.3118  0.302
H31 -4.9680 7.0527 -0.9164  0.285
H32 -6.3542 6.3796 -0.0666  0.315
H33 -3.8207 6.2609 1.0187  0.354
H34 -4.9663 4.9179 1.2566  0.370
H35 -4.0937 3.6961 -2.5312  0.408
H36 -3.5720 5.4050 -2.5191  0.372

Forces on atoms 1 to 2 (eV/Å):
0.1 -0.2 0.0
0.0 -0.1 -0.3

***

Formula: C16H37AlAsBr3F6O21S6
Source: OMol25
Level of theory: ωB97M-V/def2-TZVPD

Charge: +2
Electronic energy: -15399.6131 Ha

Last column: Mulliken charge in e.
Element x y z (Å)
Al1 -12.8696 10.8614 6.4134  1.258
As1 -12.3107 14.7878 4.6906  2.167
F1 -12.4918 16.4020 4.0738  -0.387
F2 -13.4177 14.1319 3.5201  -0.530
F3 -12.0647 13.1849 5.3546  -0.389
F4 -11.1583 15.3721 5.8161  -0.532
F5 -13.6338 15.0632 5.7574  -0.622
F6 -11.0651 14.5111 3.5108  -0.494
O1 -8.4635 9.0703 5.3584  -0.617
S1 -9.2068 9.9841 4.5831  1.111
O2 -10.4732 10.4877 5.0255  -0.567
O3 -8.2251 11.2422 4.3948  -0.381
C1 -8.7367 12.4040 3.7834  0.251
C2 -7.9224 13.6131 4.2308  -1.152
C3 -9.3532 9.4049 2.9053  -0.874
H1 -9.8090 12.5354 3.9278  0.052
H2 -8.6280 12.3858 2.6790  0.242
H3 -8.0841 13.7126 5.3098  0.254
H4 -8.3154 14.5254 3.7905  0.205
H5 -6.8679 13.4341 4.0406  0.442
H6 -8.4566 9.7020 2.3720  0.394
H7 -10.2383 9.8877 2.4906  0.215
H8 -9.5222 8.3325 2.9412  0.411
O4 -13.3774 10.3143 3.6357  -0.509
S2 -13.7231 10.1402 2.2515  1.052
O5 -12.7122 9.6948 1.3705  -0.638
O6 -14.9288 9.1733 2.0659  -0.339
C4 -15.9708 9.1643 3.0828  -0.115
C5 -17.2972 9.1342 2.3390  -1.210
C6 -14.4073 11.6546 1.6558  -0.886
H9 -15.9342 10.0041 3.7729  0.284
H10 -15.8739 8.2092 3.5947  0.310
H11 -17.4261 10.0182 1.7124  0.307
H12 -18.1331 9.0979 3.0376  0.381
H13 -17.3614 8.2506 1.7067  0.318
H14 -14.9740 12.1359 2.4543  0.257
H15 -15.0235 11.4474 0.7878  0.491
H16 -13.5937 12.3559 1.4775  0.238
O7 -16.2853 12.5691 9.4900  -0.612
S3 -15.0584 13.2073 9.1912  1.079
O8 -14.3129 12.8426 8.0139  -0.392
O9 -15.4108 14.7470 9.1439  -0.370
C7 -14.3924 15.7085 8.8035  0.236
C8 -15.0386 16.9141 8.1867  -1.126
C9 -14.0150 13.0584 10.6088  -0.761
H17 -13.6716 15.2262 8.1341  0.202
H18 -13.8023 15.9788 9.6853  0.196
H19 -15.5182 16.7002 7.2313  -0.040
H20 -14.2629 17.6354 7.9137  0.399
H21 -15.7121 17.3786 8.9043  0.455
H22 -14.6168 13.2164 11.5003  0.368
H23 -13.1654 13.7333 10.5585  0.205
H24 -13.7421 12.0029 10.6209  0.376
C10 -15.8313 16.7870 3.8203  0.695
Br1 -17.1622 17.4415 5.0223  0.154
Br2 -14.9915 18.2726 2.9541  0.243
Br3 -16.6987 15.6861 2.5223  0.166
H25 -15.1027 16.1907 4.3603  -0.508
C11 -9.1721 18.0565 3.2852  0.523
C12 -8.9589 19.5389 2.9893  -0.392
O10 -8.7013 20.0962 4.2776  -0.341
S4 -7.6922 19.1248 5.0240  1.045
O11 -7.8018 19.2731 6.4222  -0.502
O12 -6.4324 19.1267 4.3792  -0.526
O13 -8.4677 17.8047 4.5026  -0.162
H26 -8.7691 17.3755 2.5257  0.284
H27 -10.1856 17.6462 3.3999  -0.349
H28 -9.8531 20.0380 2.6244  0.327
H29 -8.1382 19.7310 2.2979  0.328
C13 -13.0010 15.9036 0.8144  1.199
C14 -11.5415 16.2754 0.9905  -0.109
O14 -11.1369 16.7304 -0.2886  -0.408
S5 -12.3295 17.6007 -0.9093  1.110
O15 -12.3655 17.4656 -2.2952  -0.483
O16 -12.3465 18.8772 -0.2874  -0.490
O17 -13.4964 16.7278 -0.2159  -0.292
H30 -13.6058 15.9938 1.7228  -0.813
H31 -13.1593 14.8542 0.5192  0.051
H32 -10.9097 15.4170 1.2060  0.302
H33 -11.4287 16.9999 1.8051  0.064
C15 -8.6581 17.3170 9.3334  -0.460
C16 -9.2613 16.5899 8.1170  0.147
O18 -10.5682 16.2397 8.4956  -0.028
S6 -10.9274 16.6814 9.9951  1.033
O19 -11.5113 15.6255 10.7114  -0.518
O20 -11.5997 17.9273 9.8890  -0.514
O21 -9.4318 16.9203 10.4471  -0.351
H34 -8.7621 18.4032 9.1792  0.320
H35 -7.5893 17.1729 9.4636  0.418
H36 -8.6173 15.7057 7.9864  0.262
H37 -9.2375 17.1558 7.1889  -0.038

Forces on atoms 1 to 2 (eV/Å):
0.4 0.5 -0.8
0.8 -0.1 -0.2

***

Asked for gap between HOMO and LUMO across the records above, the calculation gives 1.271; 8.918; 6.470; 1.770 eV in order.
Asked for maximum force across the records above, the calculation gives 5.2; 0.9; 0.5; 2.2 eV/Å in order.
Asked for E_LUMO across the records above, the calculation gives -9.84; 0.58; 2.15; -13.43 eV in order.